44
Properties=species:S:1:pos:R:3:forces:R:3:mulliken_charge:R:1 method="wB97M-V/def2-TZVPD" homo_lumo_gap_ha=0.321 homo_energy_ev=-8.16 smiles=OC[C@@H]1CCN(CCc2c[nH]c3ccc(-n4cnnc4)cc23)C1 mol_weight_g_mol=311.39 lumo_energy_ev=0.6 total_energy_ha=-1009.387629 largest_force_ev_per_a=2.042 de_lowest_ev=2.0398
O 1.62271 -3.09372 0.29603 -0.173 0.672 1.087 -0.607
C 1.58182 -3.95148 1.44170 -0.615 0.339 0.143 -0.829
C 0.42242 -3.53976 2.40853 0.205 0.095 -0.479 0.103
C -0.92266 -3.27794 1.71761 -1.364 -0.521 -0.678 -0.728
C -0.90053 -1.85420 1.09784 1.003 -0.286 1.038 -0.572
N 0.28217 -1.28282 1.79856 0.199 0.108 -0.083 0.253
C 0.39821 0.16631 1.95928 0.135 -0.605 -0.200 -1.256
C 1.63578 0.67963 1.22896 -0.780 1.042 -1.074 -0.970
C 1.51735 0.50177 -0.26226 -0.032 0.197 -0.010 0.839
C 2.24306 -0.37503 -1.02899 -0.894 1.163 0.303 -0.948
N 1.85970 -0.19468 -2.34681 0.551 -0.592 -0.774 -0.012
C 0.90203 0.80159 -2.45356 0.422 -0.807 0.416 -1.162
C 0.23519 1.30576 -3.54993 -0.467 0.420 -0.438 -1.183
C -0.73257 2.29916 -3.33677 0.397 -0.871 -0.442 -0.632
C -1.04364 2.76582 -2.06353 0.773 -0.521 1.251 1.452
N -2.13419 3.65424 -1.83082 -0.540 0.747 0.215 0.086
C -3.07311 4.13585 -2.73034 0.159 -0.135 1.079 0.000
N -3.92862 4.88017 -2.08974 -0.701 0.672 -1.029 -0.486
N -3.59994 4.98998 -0.77120 1.332 -1.500 -0.382 -0.481
C -2.53766 4.21961 -0.62589 0.521 0.175 0.369 -0.021
C -0.29947 2.29707 -0.96793 -0.043 -0.032 0.219 -0.198
C 0.64428 1.26221 -1.15800 0.098 0.383 0.742 0.797
C 0.69797 -2.13971 2.93523 0.073 0.372 -0.626 -0.862
H 1.32568 -2.19493 0.67894 0.451 -1.088 -0.754 0.370
H 1.51007 -4.98423 1.10949 -0.401 -0.095 -0.204 0.409
H 2.52270 -3.91670 1.99956 0.117 0.234 0.105 0.294
H 0.30372 -4.27512 3.21520 0.178 0.147 -0.198 0.393
H -1.17176 -4.02083 0.94409 0.135 0.087 0.316 0.348
H -1.75420 -3.29838 2.46538 0.728 -0.134 -0.431 0.321
H -1.78402 -1.29973 1.40022 -0.358 0.089 -0.235 0.467
H -0.77857 -1.83768 -0.00923 -0.002 0.033 0.786 0.157
H -0.48143 0.65553 1.53787 -0.103 -0.046 -0.017 0.596
H 0.43804 0.43978 3.01344 0.010 -0.038 0.215 0.320
H 2.52913 0.16368 1.51937 0.510 -0.137 0.634 0.382
H 1.71938 1.77134 1.39960 0.282 -0.460 0.276 0.442
H 3.01491 -1.05481 -0.66149 -0.420 0.085 -0.609 0.427
H 2.19375 -0.76655 -3.11620 -0.194 0.343 0.353 0.212
H 0.45099 0.90710 -4.54864 -0.222 0.376 0.349 0.342
H -1.27300 2.65601 -4.18842 -0.223 0.186 -0.318 0.289
H -3.12377 3.90848 -3.79352 0.118 0.020 0.500 0.356
H -1.98382 4.08162 0.32822 -0.646 0.115 -1.053 0.361
H -0.44412 2.73638 0.03588 0.003 -0.501 -0.679 0.162
H 1.75476 -1.99564 3.15030 0.205 0.150 -0.037 0.325
H 0.16125 -1.92517 3.85200 -0.430 0.120 0.350 0.443